(1)
Molecular formula: C23H47ClNO6PSi
Method: DFT, ωB97M-V/def2-TZVPD

```
80
Properties=species:S:1:pos:R:3
C 8.25 -1.81 1.15
C 9.02 -1.29 -0.06
C 8.21 -0.95 -1.33
C 6.76 -0.50 -1.16
C 6.64 0.92 -0.58
C 5.37 1.67 -1.01
C 4.04 1.01 -0.58
C 3.07 2.00 0.06
C 1.87 1.35 0.77
C 0.64 1.21 -0.14
C -0.17 2.51 -0.26
C -0.94 2.90 1.02
C -2.46 2.61 0.97
C -2.82 1.18 1.42
Si -4.57 0.67 1.02
C -4.71 -0.09 -0.70
C -5.43 0.75 -1.77
C -5.68 -0.05 -3.07
C -7.13 -0.47 -3.21
O -8.02 0.31 -3.16
O -7.35 -1.80 -3.43
C -7.25 -2.65 -2.27
C -6.06 -3.58 -2.34
C -5.11 -0.64 2.31
C -6.35 -1.35 1.93
O -6.44 -2.21 1.15
Cl -7.81 -0.76 2.74
P -5.94 2.47 1.33
O -5.36 3.44 2.31
H 8.95 -2.27 1.85
H 7.52 -2.59 0.88
H 7.72 -1.02 1.69
H 9.75 -2.06 -0.33
H 9.61 -0.41 0.23
H 8.73 -0.14 -1.85
H 8.24 -1.82 -2.01
H 6.20 -1.21 -0.54
H 6.28 -0.52 -2.15
H 6.71 0.90 0.52
H 7.50 1.51 -0.92
H 5.40 1.76 -2.10
H 5.41 2.68 -0.59
H 4.22 0.17 0.10
H 3.56 0.57 -1.47
H 2.69 2.67 -0.73
H 3.62 2.64 0.77
H 1.60 1.92 1.66
H 2.17 0.35 1.13
H 0.98 0.91 -1.14
H -0.01 0.40 0.21
H 0.50 3.32 -0.56
H -0.89 2.39 -1.09
H -0.80 3.96 1.22
H -0.51 2.37 1.88
H -2.81 2.77 -0.06
H -3.00 3.33 1.58
H -2.15 0.46 0.95
H -2.65 1.10 2.51
H -5.23 -1.05 -0.58
H -3.69 -0.33 -1.04
H -4.85 1.64 -1.99
H -6.40 1.09 -1.39
H -5.46 0.57 -3.95
H -5.02 -0.92 -3.13
H -7.23 -2.04 -1.36
H -8.19 -3.22 -2.25
H -6.10 -4.17 -3.26
H -6.05 -4.25 -1.48
H -5.12 -3.01 -2.35
H -4.31 -1.39 2.39
H -5.22 -0.13 3.27
H -6.25 3.02 0.07
H -7.18 1.93 1.70
C 3.37 -3.02 2.94
N 4.63 -2.22 2.95
O 4.54 -1.01 3.00
O 5.66 -2.85 2.89
H 2.53 -2.34 3.00
H 3.36 -3.59 2.02
H 3.41 -3.69 3.80
```

## Properties
Total charge ... 0

(2)
Molecular formula: C3H10O3S2
Method: DFT, ωB97M-V/def2-TZVPD

```
18
Properties=species:S:1:pos:R:3
O 0.81 3.41 0.67
C 0.91 2.29 1.08
C -0.47 1.59 1.34
C -0.13 0.19 1.89
S -1.66 -0.65 2.35
S -1.85 -2.29 1.12
H 1.82 1.82 1.47
H -0.86 2.13 2.21
H -1.19 1.68 0.57
H 0.62 -0.34 1.30
H 0.61 0.27 2.71
H -2.38 -1.89 0.04
O -1.33 -1.58 -2.35
H -1.21 -0.77 -2.66
H -0.50 -1.96 -2.39
O 1.98 -1.40 -3.28
H 2.76 -0.96 -3.66
H 2.07 -1.54 -2.40
```

## Properties
Total charge ... 0

(3)
Molecular formula: C32H80O16
Method: DFT, ωB97M-V/def2-TZVPD

```
128
Properties=species:S:1:pos:R:3
C -4.52 -7.63 -7.15
O -3.42 -6.68 -6.94
C -3.34 -6.28 -5.58
C -2.36 -5.11 -5.44
O -1.32 -5.13 -4.42
C -1.87 -5.02 -3.12
H -5.45 -7.14 -6.87
H -4.34 -8.46 -6.46
H -4.65 -7.97 -8.18
H -3.08 -7.14 -4.97
H -4.31 -5.91 -5.27
H -2.92 -4.19 -5.56
H -1.79 -5.21 -6.36
H -1.03 -5.00 -2.43
H -2.52 -5.88 -2.96
H -2.46 -4.16 -2.82
C -5.66 5.43 1.22
O -4.84 4.27 1.17
C -3.59 4.39 0.50
C -2.79 3.08 0.51
O -1.40 3.36 0.61
C -0.82 4.01 -0.48
H -5.39 6.43 1.55
H -6.40 5.23 2.00
H -6.12 5.55 0.24
H -3.03 5.24 0.89
H -3.70 4.65 -0.55
H -3.02 2.46 -0.36
H -3.23 2.49 1.31
H -1.19 3.60 -1.42
H 0.26 4.13 -0.41
H -1.12 5.06 -0.36
C 0.29 -1.91 -4.41
O -0.62 -1.25 -5.29
C -0.82 -1.86 -6.60
C -1.73 -1.24 -7.66
O -1.63 -2.02 -8.90
C -2.57 -1.69 -9.85
H 1.29 -2.12 -4.79
H -0.13 -2.87 -4.12
H 0.51 -1.32 -3.52
H -1.25 -2.82 -6.31
H 0.20 -1.99 -6.95
H -1.45 -0.19 -7.72
H -2.77 -1.23 -7.33
H -3.63 -1.92 -9.75
H -2.26 -2.41 -10.61
H -2.29 -0.75 -10.33
C 2.76 5.62 3.24
O 2.41 6.99 3.67
C 3.32 7.49 4.63
C 2.69 8.66 5.42
O 3.34 9.20 6.53
C 4.56 9.82 6.36
H 2.65 4.87 4.01
H 3.78 5.51 2.87
H 2.03 5.26 2.51
H 4.15 8.06 4.19
H 3.68 6.73 5.32
H 1.63 8.45 5.60
H 2.67 9.48 4.70
H 4.74 10.31 7.31
H 4.52 10.47 5.48
H 5.39 9.19 6.04
C -0.82 6.40 8.65
O 0.39 6.16 7.89
C 0.52 4.88 7.24
C -0.19 5.06 5.92
O -0.31 3.86 5.15
C -1.20 3.97 4.10
H -0.71 7.35 9.17
H -0.92 5.56 9.34
H -1.69 6.49 7.99
H 0.06 3.98 7.68
H 1.54 4.71 6.93
H 0.35 5.76 5.28
H -1.16 5.48 6.18
H -0.83 4.53 3.23
H -2.23 4.26 4.30
H -1.22 2.93 3.77
C 5.21 -2.01 -2.80
O 4.02 -2.45 -3.50
C 3.32 -3.56 -2.96
C 2.36 -4.31 -3.89
O 2.94 -5.64 -4.03
C 2.01 -6.56 -4.54
H 4.95 -1.68 -1.79
H 5.50 -1.08 -3.28
H 5.94 -2.82 -2.78
H 2.92 -3.37 -1.96
H 4.06 -4.27 -2.60
H 2.25 -3.92 -4.90
H 1.33 -4.32 -3.51
H 2.57 -7.49 -4.47
H 1.85 -6.41 -5.61
H 1.10 -6.64 -3.95
C 0.37 -4.05 2.05
O 0.29 -3.47 3.32
C 1.21 -3.97 4.30
C 1.43 -5.47 4.53
O 0.55 -6.07 5.44
C -0.76 -6.04 4.95
H -0.06 -3.25 1.45
H -0.21 -4.97 2.08
H 1.43 -4.26 1.95
H 0.81 -3.53 5.21
H 2.17 -3.54 4.02
H 2.46 -5.55 4.87
H 1.49 -6.05 3.61
H -1.12 -5.02 4.77
H -1.34 -6.52 5.73
H -0.91 -6.65 4.05
C 1.70 1.49 2.12
O 2.02 0.68 1.00
C 1.28 -0.57 0.86
C 1.47 -1.00 -0.61
O 0.77 -2.18 -0.87
C -0.62 -2.14 -1.10
H 0.72 1.99 2.15
H 2.29 2.40 2.01
H 1.81 0.96 3.07
H 0.28 -0.26 1.16
H 1.71 -1.30 1.54
H 2.53 -0.99 -0.88
H 1.05 -0.25 -1.28
H -0.89 -1.39 -1.85
H -1.02 -1.71 -0.18
H -0.91 -3.14 -1.40
```

## Properties
Total charge ... 0

(4)
Molecular formula: C3H4Cl3FNOS
Method: DFT, ωB97M-V/def2-TZVPD

```
14
Properties=species:S:1:pos:R:3
C -0.80 -0.01 1.08
C 1.58 0.48 0.65
C -1.19 0.57 -2.02
N 0.39 -0.30 0.46
O -1.25 1.01 1.46
F -1.66 -1.06 0.87
S 0.61 -1.99 0.16
Cl -0.08 1.78 -2.41
Cl -2.68 0.93 -1.15
Cl -1.09 -1.01 -2.78
H 2.16 0.07 1.45
H 2.14 0.51 -0.33
H 1.29 1.44 0.99
H 0.58 -2.43 1.56
```

## Properties
Total charge ... +1

Number 1: lowest unoccupied orbital energy 0.13 eV. Number 2: lowest unoccupied orbital energy 0.16 eV. Number 3: lowest unoccupied orbital energy 0.57 eV. Number 4: lowest unoccupied orbital energy -7.63 eV.